Record 1
Computed, not measured: a molecular structure, C19H35IrN2O at a distorted geometry, with wB97M-V/def2-TZVPD.

Energy (a.u.): -1033.260578
2S+1: 5
Net charge: +2
Largest force on an atom (Eh/bohr): 0.082

Structure (XYZ):
```
58
C19H35IrN2O | OMol25 | wB97M-V/def2-TZVPD
Ir -0.901 0.354 -0.672
O -0.318 -1.430 0.360
N 1.880 -1.951 0.838
N 0.130 -2.442 2.306
C 1.810 1.887 1.542
C -0.654 2.286 1.073
C -1.874 -1.174 -4.432
C -1.657 -0.747 -2.027
C -0.638 2.278 -1.314
C 0.572 -1.898 1.159
C -0.989 2.718 -2.705
C 2.881 -2.508 1.739
C 0.716 2.178 -0.805
C -1.252 -2.268 2.714
C 2.249 -3.566 2.596
C 2.366 -1.341 -0.382
C -3.033 2.843 -0.204
C -1.196 2.102 2.433
C -1.590 2.292 -0.132
C -0.883 -0.905 -3.330
C 1.016 -3.047 3.280
C 1.987 2.190 -1.618
C 0.666 2.113 0.617
H -2.468 -2.087 -4.240
H 2.786 -2.106 -1.055
H 2.596 3.088 -1.429
H -3.580 2.409 -1.060
H 0.462 -3.857 3.760
H -1.384 -1.303 -5.398
H -1.967 1.149 0.289
H 3.314 -1.704 2.355
H 3.687 -2.933 1.131
H 1.550 1.122 2.283
H -2.075 -1.701 -1.715
H -0.756 1.232 2.955
H 1.818 2.136 -2.700
H -1.518 1.894 -3.190
H -1.620 3.619 -2.766
H 1.536 -0.832 -0.891
H -0.101 2.920 -3.317
H -1.330 -1.575 3.567
H -2.559 -0.113 -2.229
H -3.562 2.526 0.707
H 1.279 -2.304 4.046
H 1.995 -4.431 1.973
H 2.068 2.792 2.101
H -0.195 -1.746 -3.172
H 2.959 -3.904 3.349
H -2.293 1.980 2.422
H 2.701 1.556 1.006
H -1.657 -3.236 3.037
H -2.542 -0.313 -4.527
H 3.158 -0.616 -0.144
H 2.635 1.349 -1.340
H -1.846 -1.888 1.877
H -0.277 -0.010 -3.509
H -0.964 2.999 3.028
H -3.137 3.925 -0.240
```

Record 2
Computed, not measured: a molecular structure, C19H36AlBN5O4S2 at a distorted geometry, with wB97M-V/def2-TZVPD.

Energy (a.u.): -2384.048462
Net charge: -1
Largest force on an atom (Eh/bohr): 0.027

Structure (XYZ):
```
68
C19H36AlBN5O4S2 | OMol25 | wB97M-V/def2-TZVPD
S 3.522 -0.952 -1.032
S 2.052 0.309 1.208
Al -3.240 0.798 0.278
O -4.214 5.490 0.867
O -5.567 -0.052 2.083
O -2.613 5.242 2.381
O -3.719 2.084 -3.096
N -0.576 -7.186 1.487
N -4.278 -2.041 1.551
N 4.291 4.208 -3.131
N 4.541 0.870 0.712
N -0.555 -2.681 -1.838
C 0.719 -0.377 0.204
C -0.566 -3.430 -0.969
C -0.576 -0.411 1.008
C -3.291 0.203 -1.709
C 3.480 0.070 0.244
C -4.093 2.655 0.386
C -0.580 -4.365 0.150
C -0.977 -7.866 0.655
C 4.806 2.002 -0.181
C -1.486 -8.717 -0.412
C -1.339 0.950 0.957
C 3.172 3.952 -3.094
C -3.509 4.723 1.741
C -4.139 1.150 -2.418
C 1.756 3.603 -3.052
C 5.701 0.086 1.117
C 6.756 0.928 1.845
C 5.519 1.720 -1.506
C -3.893 3.270 1.807
B -4.454 -0.555 1.405
H -0.350 -5.362 -0.202
H 0.165 -4.069 0.887
H 1.313 3.737 -4.036
H -5.232 1.009 -2.296
H -3.351 -2.230 1.907
H -2.303 0.164 -2.153
H 6.250 0.919 -1.464
H 7.732 0.838 1.380
H -1.562 -4.367 0.619
H -3.778 -0.775 -1.747
H 1.240 4.241 -2.337
H -0.353 -0.610 2.056
H 5.340 -0.658 1.822
H 5.306 2.802 0.353
H -2.276 -9.358 -0.027
H 1.642 2.564 -2.748
H -4.842 3.197 2.334
H 0.971 -1.377 -0.123
H 6.045 2.614 -1.826
H 6.467 1.969 1.916
H -5.157 2.587 0.163
H 0.626 0.275 -0.657
H -3.589 3.294 -0.337
H -4.388 -2.523 0.668
H -0.682 -9.337 -0.804
H -0.790 1.646 0.320
H -3.118 2.752 2.356
H 6.872 0.560 2.860
H -4.960 4.979 0.535
H -1.307 1.401 1.949
H -1.886 -8.101 -1.215
H -1.214 -1.204 0.626
H 3.828 2.406 -0.431
H 6.162 -0.470 0.299
H 4.792 1.518 -2.281
H -6.266 -0.714 1.986
```

Record 3
Computed, not measured: 4 unconnected molecules or ions with the total composition C19H36BBr6N4O2 at a distorted geometry, with wB97M-V/def2-TZVPD.

Energy (a.u.): -16583.786193
Net charge: +1
Largest force on an atom (Eh/bohr): 0.026

Structure (XYZ):
```
68
C19H36BBr6N4O2 | OMol25 | wB97M-V/def2-TZVPD
Br -2.490 11.424 -0.774
Br 1.030 -7.913 5.017
Br -2.917 -7.722 0.067
Br -2.715 -5.886 3.271
Br 1.307 -4.501 3.642
Br -2.264 7.743 -0.766
O 2.398 -3.631 0.569
O -0.731 3.421 -3.690
N -0.735 0.487 -1.584
N 0.607 1.563 -4.476
N -1.476 -0.324 -2.446
N 0.217 1.208 0.190
C -0.564 5.974 1.391
C -0.026 -3.359 0.734
C -0.613 5.582 0.259
C 2.383 -5.390 5.003
C 2.613 -6.838 4.669
C -3.362 8.924 -1.866
C -0.096 1.678 -1.928
C 0.509 2.138 -0.796
C -2.618 10.173 -2.256
C 1.372 3.323 -0.498
C 3.208 -3.153 -0.487
C -0.964 -0.954 0.498
C -0.424 5.052 -1.101
C 1.158 -4.163 0.159
C -1.444 -7.114 2.458
C -0.528 0.215 -0.305
C 1.032 4.604 -1.255
C 0.296 -1.859 0.743
C -1.379 -6.942 0.965
B -0.093 2.260 -3.410
H 1.092 -4.249 -0.929
H -4.263 9.132 -1.298
H 3.868 -3.943 -0.857
H -1.342 -5.898 0.670
H 2.414 3.030 -0.635
H -2.201 -0.800 -1.921
H 0.513 1.251 1.152
H -0.515 -7.467 0.562
H 1.871 -5.253 5.950
H -1.953 0.255 -3.129
H 2.632 -2.767 -1.332
H -1.151 4.277 -1.325
H 1.295 4.477 -2.306
H -1.705 -1.549 -0.025
H -1.603 9.971 -2.585
H 2.879 -6.992 3.628
H 1.053 -5.182 0.543
H -1.306 -0.611 1.472
H 3.389 -7.256 5.306
H -0.915 -3.554 0.135
H -0.802 3.556 -4.643
H -0.170 -3.691 1.768
H 0.921 0.657 -4.146
H 1.684 5.389 -0.876
H 3.847 -2.361 -0.099
H 0.829 -1.546 1.637
H 1.429 2.099 -4.739
H -3.153 10.706 -3.038
H 1.261 3.524 0.573
H -0.581 5.881 -1.787
H -3.617 8.343 -2.750
H -1.741 -8.114 2.755
H 0.967 -1.674 -0.100
H 3.327 -4.849 5.019
H -0.462 6.057 2.447
H -0.485 -6.870 2.912
```

Record 4
Computed, not measured: a molecular structure, C19H36MnN4O4P at a distorted geometry, with wB97M-V/def2-TZVPD.

Energy (a.u.): -2757.064703
2S+1: 2
Net charge: +3
Largest force on an atom (Eh/bohr): 0.021

Structure (XYZ):
```
65
C19H36MnN4O4P | OMol25 | wB97M-V/def2-TZVPD
Mn 0.890 -1.031 -0.914
P -0.905 0.160 0.426
O -2.340 -0.177 0.692
O 0.139 -0.983 0.790
O -0.606 0.055 -1.136
O -0.363 1.442 1.022
N 0.977 -2.887 -1.570
N 2.197 0.315 -1.089
N 1.041 -0.858 -2.896
N 2.468 -1.828 0.027
C 0.014 3.559 -0.084
C -0.133 -1.651 -3.373
C 2.136 1.109 -2.179
C 2.985 2.190 -2.249
C 3.048 -0.727 0.863
C -0.308 -2.800 -2.345
C 1.067 -3.758 -0.341
C -0.584 3.452 2.353
C -2.995 -2.218 1.875
C -0.857 2.919 0.969
C -3.119 -0.720 1.956
C 1.927 -3.033 0.713
C -2.480 -0.134 3.193
C 3.964 1.512 -0.124
C -2.323 2.953 0.609
C -4.528 -0.228 1.749
C 3.099 0.442 -0.096
C 1.154 0.601 -3.211
C 3.879 2.398 -1.198
H -3.390 -2.595 0.931
H 1.067 3.517 0.201
H 4.032 -0.982 1.254
H 3.194 -2.099 -0.634
H 1.500 0.772 -4.229
H -1.190 2.948 3.104
H -1.024 -1.030 -3.373
H 4.555 3.244 -1.239
H -5.136 -0.580 2.584
H 2.976 2.845 -3.110
H 0.043 -2.001 -4.389
H -4.951 -0.619 0.825
H -2.621 3.999 0.544
H 2.370 -0.539 1.694
H -1.412 -0.359 3.262
H 1.310 -2.704 1.539
H 0.468 3.345 2.618
H 1.525 -4.705 -0.625
H -2.964 -0.587 4.059
H -1.960 -2.546 1.997
H -0.122 3.078 -1.057
H 4.707 1.643 0.652
H -2.622 0.944 3.257
H -0.539 -3.736 -2.855
H 0.176 1.059 -3.086
H -0.836 4.513 2.371
H -2.528 2.489 -0.359
H -4.580 0.859 1.731
H 1.717 -3.150 -2.216
H 0.059 -3.972 0.010
H -3.580 -2.658 2.683
H 1.896 -1.286 -3.239
H -0.266 4.607 -0.191
H -2.943 2.478 1.368
H 2.734 -3.647 1.111
H -1.107 -2.618 -1.625
```

Record 5
Computed, not measured: 2 unconnected molecules or ions with the total composition C19H36N2O7 at a distorted geometry, with wB97M-V/def2-TZVPD.

Energy (a.u.): -1381.732874
SMILES: CC(=O)N(C)[C@H]1OC(=O)C[C@@]1(CCC(C)C)C[C@H](O)CN.CCOC(=O)OC
Largest force on an atom (Eh/bohr): 0.077

Structure (XYZ):
```
64
C19H36N2O7 | OMol25 | wB97M-V/def2-TZVPD
O -0.393 0.005 -2.390
O 1.427 -1.584 1.925
O 1.330 0.552 2.553
O -0.029 -5.751 1.260
O 3.256 4.578 -3.533
O 3.473 6.127 -1.894
O 3.022 3.949 -1.480
N 0.795 -3.709 0.823
N -1.082 2.419 -1.220
C 1.508 -5.085 2.874
C 2.051 -3.612 0.067
C 3.525 5.581 -4.523
C -5.478 -1.991 1.807
C -0.712 -0.660 2.167
C 3.055 4.249 -0.082
C -0.321 -1.277 -0.395
C -4.523 0.029 0.769
C 3.268 5.001 -2.268
C -0.839 1.242 -0.374
C 5.013 5.821 -4.669
C 0.808 -0.433 2.247
C 0.700 -4.917 1.608
C 0.409 -2.534 1.542
C -3.296 -2.176 0.528
C -4.155 -1.275 1.483
C -1.975 -2.640 1.152
C -0.788 -1.680 1.015
C -1.007 -0.107 -1.091
H 3.116 5.198 -5.457
H -0.446 -2.160 -1.018
H -1.579 3.067 -0.619
H -6.201 -1.789 1.021
H -1.744 -3.614 0.725
H -2.181 -2.834 2.205
H -5.863 -1.623 2.757
H -3.917 -3.038 0.303
H -0.205 2.900 -1.396
H 0.749 -1.070 -0.406
H -1.586 1.272 0.415
H -5.372 -3.070 1.874
H 1.880 -3.248 -0.940
H 5.432 6.240 -3.754
H 0.129 1.251 0.142
H 0.449 0.458 -2.250
H 2.572 -4.924 2.718
H 2.395 5.080 0.159
H 5.533 4.883 -4.866
H 2.844 -3.056 0.566
H -3.184 -1.636 -0.408
H 2.709 3.366 0.451
H 1.347 -6.093 3.236
H 0.062 -2.922 2.513
H -2.064 -0.247 -1.300
H -1.357 0.204 2.165
H 5.210 6.513 -5.487
H 1.170 -4.391 3.640
H -5.348 0.518 1.285
H -3.689 0.732 0.761
H -4.841 -0.149 -0.256
H 2.427 -4.627 -0.066
H 4.074 4.471 0.231
H 2.993 6.502 -4.287
H -3.577 -1.053 2.377
H -0.975 -1.230 3.063
```

Record 6
Computed, not measured: 4 unconnected molecules or ions with the total composition C19H36N3O5P, with wB97M-V/def2-TZVPD.

Energy (a.u.): -1627.387515
SMILES: COCCCCc1cnc2cccc(P(N)O)c2n1.CCO.CCO.CCO
Largest force on an atom (Eh/bohr): 0.007

Structure (XYZ):
```
64
C19H36N3O5P | OMol25 | wB97M-V/def2-TZVPD
P -1.718 -0.567 2.077
O -2.304 0.741 2.875
O 3.984 0.746 1.309
O -4.754 -3.025 -3.337
O -2.227 -1.685 5.340
O 4.611 0.796 -2.508
N -0.065 -0.385 2.400
N -1.088 2.577 -2.146
N -0.698 1.996 0.583
C -1.960 -0.032 0.334
C 0.675 3.980 0.860
C -2.964 -0.527 -1.821
C -4.624 -2.019 5.667
C 5.143 0.033 0.940
C 6.243 -0.065 -4.112
C -4.445 -5.417 -3.734
C -0.179 3.062 0.030
C 2.970 2.914 1.327
C -2.405 0.586 -2.374
C -1.404 1.144 -0.223
C -2.739 -0.829 -0.458
C -4.082 -4.205 -2.900
C -0.382 3.337 -1.362
C 3.763 1.897 0.513
C 2.163 3.889 0.448
C 4.913 -0.266 -3.410
C -3.381 -1.222 6.023
C -1.618 1.449 -1.587
H 6.465 -0.903 -4.774
H 6.228 0.847 -4.713
H -5.514 -5.633 -3.660
H 7.047 0.028 -3.382
H -4.302 -4.390 -1.843
H 5.178 -0.146 -0.140
H -1.800 1.537 2.651
H 3.669 3.479 1.947
H 0.518 -1.081 1.954
H 0.570 3.655 1.895
H 0.308 5.006 0.784
H -3.019 -3.985 -2.986
H 4.934 -1.169 -2.801
H -4.473 -3.075 5.893
H -3.898 -6.299 -3.399
H 4.568 1.613 -3.015
H 5.120 -0.926 1.457
H 2.314 2.359 2.001
H 4.106 -0.375 -4.142
H -3.182 -1.726 -0.041
H -2.399 -1.595 4.394
H -4.212 -5.239 -4.784
H 2.214 3.533 -0.586
H 0.307 0.542 2.233
H -5.493 -1.662 6.222
H -5.702 -3.174 -3.262
H -3.569 -1.185 -2.432
H 3.236 1.616 -0.406
H 0.054 4.239 -1.787
H 2.609 4.883 0.439
H -3.159 -1.318 7.086
H 4.728 2.323 0.207
H -3.541 -0.159 5.809
H 6.049 0.571 1.243
H -4.841 -1.931 4.600
H -2.554 0.835 -3.417
```

Record 7
Computed, not measured: 3 unconnected molecules or ions with the total composition C19H36O7S at a distorted geometry, with wB97M-V/def2-TZVPD.

Energy (a.u.): -1670.062746
SMILES: CC(C)CC1=C(CCCS)C(=O)OC1=O.COCCOC.COCCOC
Largest force on an atom (Eh/bohr): 0.184

Structure (XYZ):
```
63
C19H36O7S | OMol25 | wB97M-V/def2-TZVPD
S 0.751 2.875 -4.098
O 4.534 0.009 2.513
O -7.441 -0.611 -2.769
O 2.331 -3.091 -0.399
O 2.158 -2.741 2.131
O 2.337 -2.656 -2.895
O -5.297 -0.054 -0.812
O 7.421 -0.185 3.113
C -1.119 1.547 2.591
C 4.566 -1.380 2.202
C 2.010 -2.362 0.859
C -0.066 0.191 -3.130
C -0.623 1.664 -3.668
C 2.095 -2.304 -1.621
C -1.563 -0.077 0.557
C -5.675 -1.255 -0.147
C 1.092 0.466 -2.003
C 1.510 -0.842 -1.103
C 1.009 0.265 1.493
C 5.116 0.294 3.789
C -8.345 0.011 -1.864
C -6.294 0.205 -3.032
C 6.549 0.819 3.642
C -5.082 -0.253 -2.213
C 1.452 -0.866 0.392
C -0.453 0.986 1.167
C 7.660 -0.010 1.722
H -1.005 -0.395 -2.748
H -2.075 0.884 2.845
H -4.218 0.357 -2.494
H -6.084 -0.989 0.832
H 0.336 -0.376 -4.077
H 6.577 1.725 3.025
H -1.270 2.191 -2.822
H -2.601 0.497 0.523
H -1.263 -0.416 -0.532
H -1.478 2.675 2.440
H 1.844 1.082 1.692
H 6.746 0.209 1.161
H 1.562 3.068 -2.935
H 5.084 -0.589 4.438
H -6.061 0.091 -4.097
H -7.839 0.460 -1.005
H -1.288 1.542 -4.650
H 5.536 -1.830 2.425
H 8.381 0.802 1.574
H -9.039 -0.751 -1.496
H 4.370 -1.495 1.132
H -0.293 1.465 3.419
H -8.920 0.780 -2.392
H 3.783 -1.899 2.762
H 0.838 -0.318 2.520
H -1.646 -1.001 1.278
H -4.794 -1.886 0.000
H 0.717 1.394 -1.359
H 8.092 -0.935 1.329
H -6.436 -1.811 -0.700
H -4.835 -1.301 -2.424
H 4.503 1.072 4.254
H 6.930 1.080 4.635
H -6.518 1.263 -2.851
H -0.339 1.931 0.484
H 2.074 0.779 -2.604
```

Question: The lowest largest force on an atom belongs to which entry?
Answer: C19H36N3O5P